ORCA calculation (ωB97M-V with the def2-TZVPD basis set) on a structure of composition C4H6N2O at a distorted geometry.

Output
E_HOMO (hartree): -0.3575
Electronic energy (eV): -9270.3269
Frontier orbital gap (eV): 10.718

Last column: Löwdin charge in e.
Geometry (Å):
N -0.4578 1.1066 -0.3611  0.047
O 1.1423 1.1681 1.3868  0.085
H 0.5693 -0.7216 0.9820  0.139
H 0.7890 -1.9859 -0.3595  0.120
C 0.8244 0.9393 0.2414  -0.562
N 1.5299 0.0636 -0.6430  0.081
C -0.7352 -0.2948 -0.7245  -0.201
H -1.0963 -0.4859 -1.7386  0.142
H -1.4522 0.1010 1.3257  0.118
H -2.5374 0.7862 0.0090  0.110
C 0.5328 -0.9526 -0.1497  -0.131
H 2.4509 -0.1286 -0.2567  0.120
C -1.5597 0.4045 0.2883  -0.068

ORCA calculation (ωB97M-V with the def2-TZVPD basis set) on a cluster of 2 separate species, C3H5NOS in total at a distorted geometry.

Output
E_HOMO (hartree): -0.3476
Electronic energy (eV): -17562.5899
Frontier orbital gap (eV): 10.165

Last column: Löwdin charge in e.
Geometry (Å):
H 0.0935 -1.1824 1.4463  0.029
C -1.2679 0.3559 1.4885  -0.350
S 1.1433 -1.4329 -1.2651  0.685
O -2.1643 0.9939 1.2314  0.206
H 0.0087 0.0408 2.8481  0.066
H -0.3359 -0.3399 -2.8368  0.016
H 1.8312 -0.6439 -0.4270  -0.145
N 0.2105 1.1363 -1.6163  0.045
H 0.6269 1.4701 -0.7837  0.025
C 0.1931 -0.0537 -2.0193  -0.576
C -0.3392 -0.3444 1.9339  -0.001

ORCA calculation (ωB97M-V with the def2-TZVPD basis set) on a structure of composition C16H33O5PdS3Si at a distorted geometry.

Output
E_HOMO (spin up / spin down) (hartree): -0.4513 / -0.4610
Electronic energy (eV): -71223.7907
Frontier orbital gap (spin up / spin down) (eV): 8.488 / 5.919
Total charge: +1
Spin multiplicity: 5

Last column: Mulliken spin population.
Geometry (Å):
H -1.6518 2.6368 -2.8706  0.000
H 0.6798 -3.6686 -0.8265  -0.002
H 5.2594 -2.7332 0.8477  0.000
S 3.5014 2.0570 4.4006  0.987
H -1.2054 0.9939 -2.4069  0.003
C -4.6851 0.6118 1.1922  0.000
O -0.0480 -0.2745 1.6629  0.377
C -3.4198 -0.1290 1.6260  0.007
H -1.9336 -1.6000 -2.7202  0.000
H 1.7735 -1.2513 -2.3021  -0.003
H 4.1000 -3.0620 -0.4392  0.000
S 2.7189 -0.2532 2.7023  0.641
H 0.9516 -2.5678 -3.1743  -0.001
H 6.2701 -0.4856 0.7985  0.002
C -0.5942 2.5219 -1.0037  -0.020
Si -0.9702 0.1424 0.4521  -0.059
H 5.7332 0.6381 -0.4799  0.000
C 0.8094 -1.6197 -2.6661  0.002
O -0.4985 1.7261 0.1806  0.112
H 3.5117 -2.5033 1.1217  0.002
H 0.4125 -0.9003 -3.3795  0.000
H 1.3092 -2.2200 0.0144  0.005
S 2.3308 2.4048 1.6954  0.498
H -5.1538 0.0976 0.3586  0.000
O 3.4353 -0.3275 -0.4024  0.058
C -1.5257 -2.2723 -1.9694  0.007
H -2.5395 1.8042 -1.5850  -0.001
C 4.4234 -0.9955 -0.0855  0.008
O -0.2804 -0.4667 -0.9432  0.095
O -2.5466 -0.1118 0.4980  0.017
C 5.7864 -0.4046 -0.1744  0.007
C 0.8283 2.5754 -1.5995  0.031
H -2.7849 -2.1110 2.1653  0.000
H 0.8039 3.0556 -2.5751  0.006
H -0.9380 4.5911 -1.4670  -0.001
H -4.1955 -2.0742 1.0945  0.000
H -5.3880 0.6705 2.0167  0.001
C -2.7974 0.5646 2.8284  0.008
H -4.3729 -1.6590 2.8054  0.000
H 1.4944 3.1418 -0.9398  -0.001
H -3.4718 0.5238 3.6789  -0.001
H -0.3168 -2.8314 0.3742  0.004
H 1.2043 1.5444 -1.7402  -0.020
H -1.4184 -3.2623 -2.4033  0.001
C -1.5622 1.9480 -2.0355  0.007
H -2.5862 1.6038 2.5899  0.001
H 6.3965 -0.9634 -0.8842  -0.001
H -1.8616 0.0775 3.0906  -0.005
C 0.4153 -2.6974 -0.4178  -0.017
C 4.3259 -2.4035 0.4023  0.003
C -0.1643 -1.7715 -1.4895  -0.009
H -2.1027 3.9170 -0.3260  0.000
C -1.0544 3.9296 -0.6127  0.009
H -4.4189 1.6191 0.8810  0.000
H -2.2173 -2.3150 -1.1328  -0.001
C -3.7164 -1.5948 1.9440  -0.001
H -0.4701 4.3179 0.2170  0.000
C 2.8597 1.4160 3.0002  -0.141
Pd 1.5530 0.3993 0.4103  1.384

ORCA calculation (ωB97M-V with the def2-TZVPD basis set) on a cluster of 6 separate species, C33H74N4O4 in total at a distorted geometry.

Output
E_HOMO (spin up / spin down) (hartree): -0.5648 / -0.5648
Electronic energy (eV): -49541.1864
Frontier orbital gap (spin up / spin down) (eV): 9.259 / 5.362
Total charge: +3
Spin multiplicity: 2

Last column: Mulliken spin population.
Geometry (Å):
H 3.5988 1.3532 -1.4456  0.000
H 5.3750 0.0723 -0.5575  0.000
H 6.2867 -2.1375 -0.4090  0.000
C 3.3006 2.2401 0.4327  0.000
H -1.0327 2.6231 1.8394  -0.002
C -2.1658 -2.9901 1.4654  0.001
H -3.3574 2.1429 -3.2924  0.001
H 3.6362 4.4947 0.4454  0.000
H 0.1776 -0.1974 5.8900  0.000
C 0.0373 2.5526 4.8454  0.000
H 0.5118 -5.4515 1.5588  0.000
C 4.9169 -0.5095 0.2423  0.000
C -0.1363 2.4386 2.4315  0.002
H -1.4653 -3.1263 2.2893  0.000
C -0.9781 2.9227 -1.5751  -0.003
H -0.7962 -3.4396 -2.6297  0.000
H 4.8777 -2.1952 -2.2151  0.000
H -1.9283 0.6671 -1.9585  0.001
H 1.0466 2.1922 5.0440  0.000
C 4.3746 -2.3641 -1.2630  0.000
H -1.8431 -5.5577 -0.3851  0.000
C 0.1314 0.2689 3.7459  0.000
C -1.8341 -3.7303 -2.4677  0.000
C -0.0318 -3.0323 0.0628  0.000
H 4.2501 1.8905 0.8381  0.000
N -0.7425 2.2444 -2.8867  -0.001
H -0.2611 -0.0987 2.7978  0.000
H -3.7781 2.6578 -5.7675  0.000
H -1.2303 2.3517 -4.8700  0.000
H -3.7497 -3.6481 -3.4389  0.000
C -3.0406 3.0870 -3.7356  0.000
H 0.2180 -0.4566 -1.9613  0.000
H -2.3374 0.9474 4.6759  0.000
H -1.8311 0.4270 -3.7112  0.001
H 2.9014 -1.0585 -2.0476  0.000
H 4.0378 3.7329 -1.0495  0.000
H -3.3974 4.3050 -5.5967  0.000
C -0.1625 -0.6409 4.9542  0.000
H 0.1031 4.5812 2.1904  0.000
H 0.1600 -2.7398 1.0952  0.000
C -0.0478 -0.1435 -2.9710  0.000
C 0.1570 -5.4333 0.5283  0.000
C -3.8683 3.4817 -5.0596  0.000
H -2.7404 -2.2419 -3.8366  0.000
H 1.1355 2.5701 -2.3829  0.000
H 1.4360 -1.9517 4.4098  0.000
H -1.2291 -0.8080 5.1041  0.000
H -0.9725 3.9764 -4.0153  0.000
H 0.2742 -2.7333 5.4917  0.000
H 2.2296 -2.0148 -0.7982  0.000
C 3.3482 3.6709 -0.2077  0.000
C 0.7389 2.1015 -3.2836  0.000
H 1.1454 2.8591 -3.9537  0.000
H -2.0363 2.7136 -1.4182  0.004
H -3.6133 0.9541 0.4741  0.001
H -3.0810 3.8310 -2.9400  -0.001
O -4.2088 0.6437 1.1601  0.018
C -2.3920 -3.2120 -1.0952  0.000
H -0.4194 -1.0356 -3.4751  0.000
H 1.9001 -4.0779 0.1545  0.000
H -2.6150 2.4712 3.6884  0.000
H 1.0158 -4.4678 -1.2577  0.000
C 3.1285 -1.4560 -1.0584  0.000
H -1.7622 -5.4575 1.3733  0.000
H -0.2375 -2.4891 3.9225  0.000
H -2.3199 -3.7735 -4.5698  0.000
H 0.3333 -6.4736 0.2549  0.000
C -1.4709 3.0073 -4.0331  0.000
C 0.3822 -2.0120 4.6817  0.000
C 5.2578 -1.9564 -0.0980  0.000
H 2.9899 0.1315 1.9677  0.000
H 2.4053 3.9123 -0.6984  0.000
H -2.3188 0.8843 2.8964  -0.003
C -2.1136 1.5066 3.7674  0.002
N 3.4043 -0.2765 0.0125  0.000
H -0.7947 3.9970 -1.5934  0.000
H 4.3129 -3.4465 -1.1501  0.000
C 0.8821 -4.2382 -0.2006  0.000
C 2.6112 -0.6105 1.2647  0.000
H -2.2928 -1.9307 1.2426  0.000
C -4.7225 1.8481 1.0615  -0.060
C 1.0041 0.6754 -3.7485  0.000
H 0.4856 1.8931 1.7218  0.000
H -0.4097 2.3481 -0.8437  -0.001
H 2.7271 -1.6632 1.5228  0.000
C -1.2727 0.7338 -2.8268  0.002
H 2.4409 2.1474 1.0962  0.000
O -5.5907 2.2907 1.8339  0.720
C 0.4551 3.7613 2.8164  0.000
H 5.2495 -0.1783 1.2261  0.000
H 1.9919 0.3408 -3.4318  0.000
C 3.0235 1.1296 -0.5471  0.000
N -0.5350 1.6658 3.7318  0.000
H -0.0852 -2.2439 -0.6879  0.000
H -1.7093 -4.8129 -2.4433  0.000
C -2.7367 -3.3192 -3.6710  0.000
H -1.0252 4.3457 4.1647  0.000
H -3.1132 -3.4469 1.7516  0.000
O -0.9773 -0.0165 0.3330  -0.003
H 1.1755 0.5693 3.6584  0.000
H -1.8315 -0.1480 -0.1226  -0.001
H 1.5364 3.6322 2.8639  0.000
C -0.0057 3.9649 4.2257  0.000
H -2.6438 -2.1541 -1.1695  0.000
C -1.3661 -5.0405 0.4474  0.000
H -3.2775 -3.7529 -0.7615  0.000
H 0.8299 0.4643 -4.8035  0.000
H -0.6487 2.4256 5.6829  0.000
N -1.4864 -3.5321 0.1793  0.000
H 1.9762 0.9892 -0.8146  0.000
H 5.1551 -2.5591 0.8043  0.000
H 1.6083 -0.3194 0.9521  0.000
O -4.3387 2.4536 0.0316  0.323
H -4.9403 3.6478 -4.9529  0.000
H 0.6617 4.5691 4.8402  0.000

ORCA calculation (ωB97M-V with the def2-TZVPD basis set) on a cluster of 2 separate species, CH3IN4 in total at a distorted geometry.

Output
E_HOMO (hartree): -0.3574
Electronic energy (eV): -15143.6825
Frontier orbital gap (eV): 10.186

Last column: Löwdin charge in e.
Geometry (Å):
N 0.6674 -1.1011 0.0546  -0.018
C 1.7885 -0.6680 0.1639  -0.789
H -0.8046 0.8917 1.1267  0.080
N -2.4185 0.8334 0.0410  -0.313
N -1.2263 1.0222 0.1982  0.070
H 2.3263 -0.7458 1.0510  0.004
H 0.0834 -1.0772 -0.8874  0.114
N -3.4662 0.7938 -0.3491  0.185
I 3.0499 0.0510 -1.3989  0.667

ORCA calculation (ωB97M-V with the def2-TZVPD basis set) on the molecule C25H21ClN4O2 at a distorted geometry.

Output
E_HOMO (hartree): -0.2911
Electronic energy (eV): -48843.6741
Frontier orbital gap (eV): 8.111

Last column: Löwdin charge in e.
Geometry (Å):
H 4.5813 -3.3899 0.7182  0.121
H -1.8711 4.8924 2.8760  0.111
H 4.3067 -1.9549 -0.3028  0.123
H 2.1860 -2.9232 -1.1286  0.056
Cl 1.4789 -1.7269 4.7965  0.703
C 1.4128 5.3162 1.0013  -0.087
H -4.0035 0.5509 -4.7190  0.111
H -2.7763 0.8108 -2.6212  0.116
C -0.8218 -1.9091 -2.0352  -0.016
C -1.1196 -2.6455 -3.1403  -0.019
H 2.7779 4.2143 -0.2259  0.100
C 1.8459 4.1943 0.3177  -0.084
N 2.2886 -1.0983 1.0433  0.149
C -1.6678 1.4433 -0.2507  -0.026
C -1.0703 0.1063 -0.6406  -0.209
H 2.4316 -4.3684 -0.1394  0.077
H 3.5359 -4.0129 -1.4741  0.072
H -2.7486 1.3722 -0.1257  0.128
C -3.8450 -1.1571 -5.9825  -0.084
H 3.4323 -3.4116 2.9746  0.124
N -0.2043 -0.3180 0.2056  0.172
H -3.4961 -2.9844 -7.0603  0.101
H -1.6217 1.7843 1.9270  0.154
C -2.0307 -2.1661 -4.1092  -0.167
C 0.7542 0.3779 2.2799  -0.388
H 1.4263 2.1567 -0.1779  0.123
C -2.3604 -2.9048 -5.2619  -0.037
C -2.6344 -0.8961 -3.9090  -0.159
C -1.4171 -0.6400 -1.8270  -0.157
C -3.2479 -2.4118 -6.1786  -0.083
H -0.6642 -3.6136 -3.2947  0.112
C 2.0263 -1.6935 3.1820  -0.626
C -0.1142 2.9925 1.0379  -0.127
N -0.0733 0.5534 1.2150  -0.029
C -0.9406 1.7361 1.0724  -0.166
O -1.7465 4.0795 2.3718  0.063
C 2.9073 -2.5675 2.5788  -0.063
C -0.5537 4.1312 1.7168  -0.261
H -1.8983 -3.8708 -5.4088  0.111
C 0.2180 5.2857 1.6967  -0.022
H -0.1341 -2.2637 -1.2841  0.094
C -2.3097 -0.1539 -2.7582  0.033
H 2.0045 6.2193 0.9970  0.103
C 3.8199 -2.7582 0.2558  -0.182
H -0.1212 6.1613 2.2353  0.112
C 1.6541 -0.7879 2.1656  -0.212
O 0.7397 1.1319 3.2331  0.099
C -3.5458 -0.4159 -4.8739  -0.034
H -4.5437 -0.7827 -6.7164  0.101
N 3.0357 -2.1552 1.3017  -0.171
C 2.9348 -3.5727 -0.6836  -0.070
H -1.4526 2.2042 -1.0035  0.129
C 1.0829 3.0405 0.3407  -0.020

ORCA calculation (ωB97M-V with the def2-TZVPD basis set) on the molecule C21H28N2O2S.

Output
E_HOMO (hartree): -0.3205
Electronic energy (eV): -40142.5584
Frontier orbital gap (eV): 9.266

Last column: Löwdin charge in e.
Geometry (Å):
H -4.4048 0.3203 2.1474  0.104
H -8.8504 -0.6963 1.0259  0.075
C 5.6357 -0.4552 -0.4436  -0.454
H 7.0245 1.8171 0.8231  0.106
O 1.4646 -2.5146 0.9520  0.060
O 6.6158 -0.1337 -1.0813  0.072
H 3.3941 -3.0263 -0.0373  0.110
C -4.4142 0.8219 0.0708  -0.545
C -4.9823 0.3328 1.2354  -0.100
N 0.4943 -0.5736 0.3904  -0.043
C 2.8475 -0.9569 -0.2362  -0.193
C 3.7573 -2.1474 -0.5743  -0.124
H 2.6411 -0.3939 -1.1495  0.140
C -0.7721 -1.0039 0.9541  -0.146
H -4.7131 1.2650 -2.0029  0.108
H -2.7679 -1.4710 0.2850  0.110
N 4.8023 0.4413 0.1484  -0.026
C -6.2854 -0.1310 1.2191  -0.042
S -2.7367 1.4228 0.0930  0.968
H 4.9377 2.2498 2.1508  0.103
C -6.4494 0.3875 -1.1092  -0.041
C -1.9629 0.1069 -0.9510  -0.543
H 5.8831 -2.5476 -0.7466  0.123
H 6.6861 3.2599 -0.2104  0.103
C 5.0311 2.7246 1.1861  -0.098
H -1.4870 -1.9797 -0.8254  0.127
C -0.6073 0.5927 -1.4477  -0.188
H 1.3470 1.0467 -0.6464  0.110
C 3.5781 -0.0338 0.7533  -0.096
C -5.1517 0.8599 -1.1025  -0.099
H 0.0015 1.4341 0.4345  0.114
H -9.0744 0.0027 -0.5852  0.079
H 5.3616 -2.0898 0.8770  0.126
H -1.1157 -0.2436 1.6631  0.112
C -7.0340 -0.1145 0.0493  -0.279
H -0.7100 1.5674 -1.9268  0.111
C 0.3827 0.6985 -0.2841  -0.163
H 4.5113 2.2457 -0.9248  0.150
H -8.4544 -1.6358 -0.4137  0.085
H -0.6028 -1.9437 1.4803  0.122
C 6.2788 2.4700 0.4001  -0.089
H 2.9650 0.8293 1.0194  0.129
H -0.2275 -0.1195 -2.1849  0.125
H 3.7906 -0.5963 1.6700  0.144
C -1.8100 -1.1820 -0.1519  -0.174
C 5.2191 -1.8891 -0.1875  -0.079
H -6.7243 -0.5127 2.1296  0.111
C 4.9866 1.8469 -0.0310  -0.273
H -2.6450 -0.0419 -1.7918  0.103
C 1.5404 -1.4305 0.4034  -0.416
H -7.0223 0.4172 -2.0249  0.114
C -8.4372 -0.6365 0.0224  -0.051
H 4.5677 3.6978 1.1298  0.097
H 3.6974 -2.3577 -1.6429  0.121

ORCA calculation (ωB97M-V with the def2-TZVPD basis set) on the molecule C16H14INO2 at a distorted geometry.

Output
E_HOMO (hartree): -0.3052
Electronic energy (eV): -30500.8400
Frontier orbital gap (eV): 7.724

Last column: Löwdin charge in e.
Geometry (Å):
H -2.3448 5.2420 1.4081  0.130
C -2.2613 2.0629 2.7503  -0.077
C -1.2337 0.0236 1.4175  0.036
C -0.4014 -0.0296 0.3321  -0.103
C -1.2701 2.0577 0.4856  -0.171
O -1.3637 5.2911 -1.0514  0.017
H 2.9952 -3.8521 -0.6894  0.108
C 1.3310 -0.9997 -1.3354  -0.275
H 1.6186 -1.9284 -3.3003  0.093
C 0.3923 -1.1633 -0.2289  -0.141
C 0.9781 -1.9393 -2.4578  -0.123
I -2.9088 4.4386 4.5373  0.816
H -1.2001 -0.7502 2.1543  0.108
H 1.3723 0.0151 -1.7386  0.147
C 0.2984 -2.3960 0.3299  -0.028
H -0.2338 -3.5676 -1.8846  0.075
H -2.5297 1.5024 3.6781  0.105
C 0.7752 -3.4174 -1.9027  -0.100
C 2.4545 -3.0943 -0.1404  -0.089
C -2.2701 3.4805 2.7533  -0.679
C -2.0851 4.1406 1.4333  -0.026
N 1.0370 -3.3430 -0.4356  -0.183
H 3.5442 -1.5430 -1.4681  0.122
H -0.2660 -2.5545 1.2937  0.140
H 2.8180 -0.8457 0.0654  0.072
H -0.0458 -1.6046 -2.7498  0.122
H -0.6218 3.5704 -1.5823  0.103
C -1.7445 1.3663 1.5763  -0.135
C -1.5547 3.4241 0.3593  -0.141
C -1.2696 4.0392 -0.9239  -0.145
C 2.6925 -1.5307 -0.7149  -0.046
H 2.4693 -3.1685 0.8671  0.069
H 1.3634 -4.1552 -2.4785  0.127
O -0.5354 1.2287 -0.3588  0.071

Question: The lowest electronic energy belongs to which entry?
Answer: C16H33O5PdS3Si

Question: What is the electronic energy in the third record?
Answer: -71223.7907 eV